# 1
DFT (the ωB97M-V functional and the def2-TZVPD basis) results for 2 unconnected molecules or ions with the total composition C21H42O5P in a non-equilibrium geometry.

Each line ends with the Löwdin charge.
Cartesian coordinates (Å):
C  -2.085  1.015  -0.110  -0.0950
O  -1.678  1.224  -1.504  -0.2466
C  -2.634  0.546  -2.358  -0.2300
C  -2.341  0.822  -3.924  -0.1469
C  -2.369  -0.566  -4.719  -0.1986
C  -1.051  -0.894  -5.562  -0.1990
C  0.323  -0.613  -4.803  -0.2564
C  0.757  -1.800  -3.794  -0.3053
P  2.518  -1.504  -3.112  1.0689
C  2.405  -1.685  -1.222  -0.3376
C  2.330  -0.258  -0.466  -0.2356
C  2.610  -0.563  1.100  -0.1870
C  1.499  0.078  2.064  -0.1923
C  1.253  -0.959  3.275  -0.2011
C  -0.067  -0.593  4.130  -0.1935
C  -1.165  -1.748  4.161  -0.1679
C  -1.486  -2.388  2.731  -0.1737
O  -2.585  -3.349  2.806  -0.0732
C  -3.824  -2.685  2.989  -0.4340
C  -4.531  -2.832  4.426  0.0007
O  -4.421  -2.031  2.123  0.0686
H  -1.240  0.431  0.376  0.0576
H  -3.062  0.425  -0.030  0.0989
H  -2.229  2.022  0.416  0.1040
H  -2.689  -0.577  -2.116  0.1208
H  -3.668  0.980  -2.098  0.1311
H  -1.422  1.461  -4.100  0.1053
H  -3.233  1.452  -4.279  0.1166
H  -2.638  -1.454  -4.062  0.1058
H  -3.223  -0.481  -5.484  0.1187
H  -1.076  -2.026  -5.770  0.1178
H  -1.046  -0.395  -6.579  0.1187
H  1.141  -0.602  -5.614  0.1145
H  0.393  0.391  -4.282  0.0995
H  0.074  -1.874  -2.892  0.0947
H  0.811  -2.765  -4.388  0.0997
H  3.030  -0.210  -3.482  0.0497
H  3.440  -2.521  -3.540  0.0317
H  3.297  -2.251  -0.792  0.1026
H  1.416  -2.220  -0.994  0.1032
H  3.147  0.403  -0.912  0.0972
H  1.332  0.274  -0.603  0.1048
H  2.658  -1.697  1.285  0.1024
H  3.656  -0.145  1.315  0.1257
H  0.545  0.307  1.489  0.0829
H  1.975  1.002  2.537  0.1145
H  2.143  -0.838  3.985  0.1185
H  1.253  -2.048  2.918  0.0967
H  0.257  -0.405  5.215  0.1149
H  -0.447  0.406  3.734  0.1088
H  -0.792  -2.585  4.849  0.1311
H  -2.095  -1.320  4.671  0.1129
H  -1.691  -1.608  1.923  0.1216
H  -0.576  -2.993  2.389  0.1246
H  -5.206  -3.751  4.394  0.0982
H  -5.108  -1.875  4.649  0.0969
H  -3.724  -2.938  5.220  0.0759
O  4.544  2.665  0.266  0.1121
C  3.573  3.300  0.585  -0.4749
O  2.316  2.782  0.635  -0.0117
C  1.383  3.828  0.943  -0.1571
C  2.203  4.906  1.616  -0.1550
C  3.550  4.762  0.937  -0.0729
H  0.926  4.173  0.011  0.1319
H  0.601  3.441  1.598  0.1244
H  1.766  5.901  1.520  0.1235
H  2.304  4.683  2.682  0.1246
H  3.608  5.350  0.018  0.1385
H  4.369  5.017  1.609  0.1337

multiplicity	1
ΔE to the lowest compared entry with this formula, charge and spin	364.99	kJ/mol
total charge	+1

***

# 2
DFT (the ωB97M-V functional and the def2-TZVPD basis) results for a single CH3NO3 molecule in a non-equilibrium geometry.

Each line ends with the Löwdin charge.
Cartesian coordinates (Å):
O  1.123  -1.205  0.031  0.0869
N  1.083  -0.008  -0.070  -0.4554
O  1.973  0.700  -0.361  0.1147
C  -0.291  0.567  0.094  0.0776
O  -1.272  -0.725  -0.488  -0.1040
H  -0.644  0.653  1.196  0.1623
H  -0.522  1.253  -0.679  0.1035
H  -1.451  -1.235  0.277  0.0145

multiplicity	1
ΔE to the lowest compared entry with this formula, charge and spin	340.18	kJ/mol

***

# 3
DFT (the ωB97M-V functional and the def2-TZVPD basis) results for a molecular structure, C14H23N6OSV.

Each line ends with the Löwdin charge.
Cartesian coordinates (Å):
V  0.045  0.704  1.164  0.5993
N  3.110  -0.956  3.886  0.0524
C  2.351  -0.272  2.974  -0.8579
S  0.682  0.029  3.447  0.5778
N  2.927  0.047  1.859  -0.0082
N  2.104  0.694  0.939  -0.1449
C  2.719  1.145  -0.098  -0.0654
C  2.115  1.822  -1.228  -0.1437
C  3.013  2.282  -2.209  -0.0507
C  2.590  2.948  -3.335  -0.0937
C  1.223  3.168  -3.506  -0.0780
C  0.315  2.727  -2.570  -0.0242
C  0.724  2.044  -1.410  -0.3447
O  -0.201  1.645  -0.558  -0.2304
H  2.801  -0.913  4.842  0.0692
H  4.107  -0.913  3.739  0.0953
H  3.798  1.004  -0.130  0.1276
H  4.071  2.104  -2.055  0.1113
H  3.302  3.296  -4.070  0.1022
H  0.869  3.694  -4.384  0.1067
H  -0.746  2.900  -2.696  0.1105
N  -3.339  -3.479  2.441  0.2424
C  -2.213  -2.495  2.794  -0.2605
C  -2.717  -1.068  2.693  -0.0994
C  -2.904  -0.532  1.257  -0.3313
N  -2.208  0.760  1.159  -0.0003
C  -2.382  -1.491  0.178  -0.0956
C  -1.068  -2.216  0.489  -0.3204
N  0.059  -1.294  0.271  0.0152
C  -0.994  -2.762  1.932  -0.0996
H  -4.147  -3.343  3.050  0.1746
H  -3.022  -4.445  2.541  0.1742
H  -3.647  -3.349  1.476  0.1492
H  -1.983  -2.727  3.834  0.1620
H  -1.933  -0.481  3.179  0.0720
H  -3.624  -0.933  3.287  0.1294
H  -3.973  -0.393  1.067  0.1433
H  -2.597  1.425  1.821  0.1169
H  -2.292  1.174  0.231  0.0955
H  -2.267  -0.936  -0.757  0.1357
H  -3.157  -2.232  -0.051  0.1122
H  -0.993  -3.059  -0.205  0.1447
H  0.166  -1.099  -0.723  0.1190
H  0.934  -1.712  0.581  0.1093
H  -0.178  -2.255  2.458  0.0719
H  -0.753  -3.829  1.932  0.1292

multiplicity	4
<S²>	3.7598
ΔE to the lowest compared entry with this formula, charge and spin	57.84	kJ/mol
total charge	+1

***

# 4
DFT (the ωB97M-V functional and the def2-TZVPD basis) results for 2 unconnected molecules or ions with the total composition C2H3Cl4OP in a non-equilibrium geometry.

Each line ends with the Löwdin charge.
Cartesian coordinates (Å):
C  -1.153  0.686  0.044  -0.1610
C  0.478  -0.625  2.021  -1.0334
O  -0.157  -0.165  -0.529  -0.6667
P  0.277  -0.098  -2.074  0.1924
Cl  2.024  -0.989  1.408  0.5318
Cl  -0.383  -1.961  2.441  0.6099
Cl  1.853  -1.227  -1.857  0.2521
Cl  1.232  1.833  -2.044  0.0914
H  -0.674  1.271  0.692  0.0248
H  -1.932  0.018  0.584  0.1242
H  -1.564  1.257  -0.687  0.0345

multiplicity	1
ΔE to the lowest compared entry with this formula, charge and spin	166.59	kJ/mol

***

Repeat the fourth record exactly.
DFT (the ωB97M-V functional and the def2-TZVPD basis) results for 2 unconnected molecules or ions with the total composition C2H3Cl4OP in a non-equilibrium geometry.

Each line ends with the Löwdin charge.
Cartesian coordinates (Å):
C  -1.153  0.686  0.044  -0.1610
C  0.478  -0.625  2.021  -1.0334
O  -0.157  -0.165  -0.529  -0.6667
P  0.277  -0.098  -2.074  0.1924
Cl  2.024  -0.989  1.408  0.5318
Cl  -0.383  -1.961  2.441  0.6099
Cl  1.853  -1.227  -1.857  0.2521
Cl  1.232  1.833  -2.044  0.0914
H  -0.674  1.271  0.692  0.0248
H  -1.932  0.018  0.584  0.1242
H  -1.564  1.257  -0.687  0.0345

multiplicity	1
ΔE to the lowest compared entry with this formula, charge and spin	166.59	kJ/mol